# C44H124N8O14

A cluster of 14 separate species, C44H124N8O14 in total (ωB97M-V with the def2-TZVPD basis set, the OMol25 dataset).

## Properties
Energy = -88218.6604 eV
Maximum force = 2.69 eV/A
Energy relative to the best compared isomer or geometry (same formula, charge and spin) = 1.366 eV
Gap between HOMO and LUMO = 8.9933 eV

Geometry as XYZ:
```
190
Properties=species:S:1:pos:R:3:mulliken_charge:R:1
C -3.719 0.493 -5.221 -1.30
C -4.077 0.262 -3.749 0.42
C -2.835 0.253 -2.773 0.78
O -1.992 -0.847 -3.093 0.27
C -2.189 -2.056 -2.342 0.31
N -5.129 1.236 -3.447 -0.74
H -4.518 0.268 -5.940 0.41
H -2.935 -0.188 -5.530 0.26
H -3.384 1.495 -5.446 0.13
H -4.415 -0.785 -3.728 0.22
H -2.968 0.223 -1.722 -0.34
H -2.330 1.210 -2.877 -0.60
H -1.461 -2.021 -1.581 -0.33
H -2.116 -2.899 -3.011 0.13
H -3.176 -2.072 -1.856 -0.31
H -5.324 1.292 -2.413 0.29
H -4.783 2.110 -3.738 0.29
C -2.088 -2.869 3.881 -0.68
C -1.645 -4.162 4.442 1.07
C -0.337 -4.090 5.241 -0.55
O 0.112 -5.376 5.630 -0.41
C 1.452 -5.393 6.106 -0.76
N -2.637 -4.769 5.384 -0.84
H -1.561 -2.569 2.972 -0.18
H -2.137 -1.993 4.566 0.23
H -3.084 -3.013 3.443 0.25
H -1.472 -4.819 3.584 -0.03
H -0.537 -3.572 6.201 0.51
H 0.400 -3.545 4.660 0.00
H 1.581 -4.832 6.990 0.36
H 2.033 -4.812 5.380 0.24
H 1.808 -6.440 6.084 0.28
H -2.297 -5.681 5.652 0.27
H -3.556 -4.942 4.992 0.24
C 2.132 2.190 -3.847 -1.27
C 0.642 2.161 -4.132 1.80
C -0.106 3.462 -3.790 -0.68
O -1.463 3.137 -4.090 -0.16
C -2.317 4.196 -3.698 -0.70
N 0.349 1.676 -5.450 -0.45
H 2.607 2.985 -4.444 0.47
H 2.531 1.269 -4.281 0.38
H 2.348 2.276 -2.800 -0.06
H 0.187 1.416 -3.481 -1.15
H 0.191 4.333 -4.387 0.51
H 0.082 3.722 -2.740 0.15
H -3.268 4.066 -4.233 0.24
H -1.922 5.224 -3.840 0.36
H -2.583 4.116 -2.648 0.08
H -0.634 1.447 -5.463 0.19
H 0.424 2.441 -6.177 0.28
C 1.528 -0.508 4.661 -2.35
C 2.395 0.378 3.776 2.94
C 3.642 0.856 4.519 -1.35
O 4.069 2.168 4.207 -0.43
C 3.114 3.128 4.670 -0.67
N 2.677 -0.426 2.538 -0.54
H 0.662 -1.008 4.238 0.29
H 1.258 0.097 5.518 0.44
H 2.098 -1.333 5.072 0.59
H 1.832 1.293 3.411 -0.92
H 4.414 0.185 4.176 0.44
H 3.554 0.764 5.600 0.41
H 2.372 3.277 3.921 0.13
H 3.657 4.049 4.682 0.38
H 2.547 2.903 5.588 0.32
H 3.456 -0.079 1.956 -0.25
H 2.837 -1.381 2.805 0.29
C 4.736 1.286 -1.099 -1.16
C 4.806 2.086 0.193 0.03
C 3.443 2.643 0.535 0.11
O 3.134 3.583 -0.433 -0.47
C 1.937 4.266 -0.348 -0.14
N 5.322 1.264 1.347 -0.35
H 4.040 0.462 -1.005 -0.02
H 5.704 0.845 -1.383 0.38
H 4.419 1.925 -1.895 0.38
H 5.361 2.989 -0.008 0.36
H 3.429 3.136 1.539 0.43
H 2.656 1.847 0.707 -0.18
H 1.761 4.693 0.675 0.27
H 1.104 3.530 -0.514 -0.36
H 1.966 5.099 -1.060 0.41
H 5.033 1.704 2.239 0.05
H 6.313 1.176 1.292 0.27
C -0.934 7.856 -1.018 -1.08
C -0.280 7.955 0.342 0.41
C -0.650 6.860 1.302 -0.07
O 0.157 6.951 2.455 -0.44
C -0.269 6.085 3.458 -0.56
N 1.142 7.927 0.126 -0.58
H -0.573 8.686 -1.671 0.39
H -2.063 7.900 -0.965 0.33
H -0.624 6.880 -1.426 0.05
H -0.635 8.876 0.823 0.20
H -0.479 5.887 0.834 -0.38
H -1.701 6.862 1.543 0.54
H 0.498 6.127 4.225 0.38
H -0.422 5.072 3.098 -0.09
H -1.260 6.342 3.874 0.40
H 1.680 7.934 0.991 0.25
H 1.381 8.817 -0.314 0.25
C 0.802 -1.484 -4.314 -0.28
C 1.743 -1.864 -5.417 1.08
C 1.716 -3.278 -5.843 -1.57
O 1.917 -4.273 -4.801 -0.29
C 3.263 -4.437 -4.266 -0.65
N 1.303 -1.045 -6.551 -0.75
H 0.911 -1.923 -3.352 0.54
H -0.232 -1.638 -4.656 0.21
H 0.873 -0.428 -4.114 -0.92
H 2.739 -1.694 -4.990 0.21
H 2.351 -3.440 -6.675 0.55
H 0.722 -3.414 -6.200 0.41
H 3.696 -3.610 -3.699 0.16
H 3.960 -4.868 -5.008 0.32
H 3.072 -5.172 -3.531 0.26
H 1.164 -0.067 -6.241 0.28
H 1.960 -1.022 -7.322 0.31
C -3.880 -0.157 2.098 -1.14
C -4.195 -0.465 0.668 3.94
C -4.419 -1.900 0.312 -2.25
O -3.289 -2.655 0.708 0.44
C -3.621 -4.040 0.683 -0.84
N -5.328 0.329 0.183 -0.69
H -3.829 0.941 2.245 0.38
H -2.934 -0.577 2.442 -0.44
H -4.603 -0.566 2.810 0.50
H -3.392 -0.233 0.023 -2.41
H -4.686 -2.086 -0.732 0.57
H -5.254 -2.283 0.890 0.70
H -2.712 -4.607 0.713 0.05
H -4.185 -4.332 -0.265 0.24
H -4.214 -4.266 1.558 0.40
H -6.194 0.014 0.677 0.33
H -5.170 1.264 0.519 0.30
C -2.454 -6.410 -3.006 -1.02
C -1.322 -5.904 -3.853 -0.25
O -0.512 -5.058 -3.070 -0.51
H -3.205 -7.014 -3.521 0.41
H -3.038 -5.574 -2.601 0.05
H -2.099 -7.004 -2.186 0.29
H -1.689 -5.363 -4.720 0.31
H -0.763 -6.716 -4.366 0.41
H 0.245 -4.800 -3.628 0.10
C -1.289 1.403 4.987 -0.04
C -1.659 2.860 5.284 0.11
O -1.059 3.436 6.462 -0.55
H -1.071 0.884 5.913 0.52
H -0.429 1.247 4.377 -0.40
H -2.100 0.793 4.573 0.03
H -2.725 2.940 5.380 0.39
H -1.281 3.514 4.459 -0.36
H -1.408 3.070 7.267 0.31
C 4.769 -2.615 -0.503 -0.45
C 5.266 -3.982 -0.266 -0.50
O 4.249 -4.858 -0.844 -0.36
H 5.303 -1.892 0.092 0.39
H 3.717 -2.524 -0.190 -0.16
H 4.808 -2.323 -1.554 0.23
H 5.402 -4.166 0.818 0.32
H 6.227 -4.222 -0.769 0.33
H 4.612 -5.739 -0.700 0.23
C 1.080 -4.834 1.765 -0.83
C 1.225 -4.741 0.268 0.52
O -0.041 -4.369 -0.262 0.12
H 0.631 -3.900 2.223 -0.24
H 2.060 -4.966 2.245 0.41
H 0.383 -5.590 2.087 0.33
H 1.582 -5.713 -0.194 0.36
H 1.982 -3.995 -0.001 -0.36
H -0.087 -4.659 -1.182 -0.02
C -3.250 3.423 0.094 -2.06
C -1.982 2.591 0.186 2.63
O -1.223 2.906 1.356 -0.19
H -3.009 4.446 -0.210 0.34
H -3.748 3.386 1.074 0.45
H -3.916 3.030 -0.646 0.39
H -1.348 2.692 -0.702 -0.84
H -2.219 1.503 0.232 -0.88
H -0.676 2.117 1.513 -0.21
C 0.453 -0.160 -0.806 1.96
C -0.173 -0.695 0.506 0.24
O -0.042 0.231 1.527 2.19
H 1.537 -0.194 -0.888 -0.36
H 0.094 0.871 -0.944 -0.91
H 0.051 -0.750 -1.609 -1.17
H 0.314 -1.662 0.726 -0.06
H -1.225 -0.926 0.359 -0.26
H 0.866 0.124 1.853 -0.93
```